# 1
Computed, not measured: C20H31N3O as an isolated structure in a non-equilibrium geometry, with ωB97M-V/def2-TZVPD.

```
55
Properties=species:S:1:pos:R:3:forces:R:3
H -1.68222 -7.06525 -0.33441 -2.1 2.5 -4.9
H -1.44820 3.34278 2.01501 0.1 0.7 -1.1
H 2.82484 -0.13321 -3.29574 -2.0 -0.1 2.3
C 0.53274 3.32472 1.18913 5.3 -5.8 7.4
H 2.20735 3.67315 3.50507 -1.5 2.0 -0.8
N 0.00074 -0.45630 -1.64501 -13.4 4.2 1.8
C -1.20815 1.32794 1.42107 8.6 5.3 -7.0
H -1.17924 2.10453 4.06313 -0.5 0.4 0.3
H 1.56597 2.57510 1.31778 -2.7 1.2 -0.6
H -2.66502 -4.89769 -3.23501 2.2 1.0 0.6
H 0.46438 0.01140 2.07941 5.7 -2.2 9.2
H 1.70170 5.45209 3.58593 -0.9 -0.8 0.4
C 1.14053 -2.22274 -2.80800 1.3 -0.5 0.6
C -0.57829 2.69529 1.85149 -3.8 -2.0 6.9
C 0.58168 -4.19230 -1.51829 6.1 -3.8 11.1
H 1.74234 5.12939 1.25905 -0.9 -2.1 1.7
H -0.14751 -1.96215 0.87505 -0.7 0.9 0.4
C -0.82841 -1.05467 0.82747 15.9 3.0 -8.1
H 2.88545 0.38724 -1.55080 0.2 -0.8 0.3
H 0.77006 0.62606 0.49731 -2.3 -1.2 2.4
H -0.64773 4.38265 4.07049 0.6 0.8 1.4
C -1.06553 -0.89634 -0.76212 2.0 -5.3 0.3
O -2.13017 -6.54119 -1.35758 3.0 -0.7 4.9
N 1.23431 1.04748 -2.38605 1.6 7.7 -3.9
C 1.24511 4.46265 3.32764 7.2 -1.6 -0.1
N -1.05421 1.75720 -2.07501 1.9 -1.1 -0.7
H 0.09069 5.29542 1.69811 1.4 -1.7 0.9
H 1.67721 -4.08038 -0.84010 -3.0 -0.2 -2.4
C 0.98417 4.44005 1.90291 -1.0 9.1 -3.6
H -1.21179 -3.13177 -3.98003 1.4 0.1 2.6
H 1.23787 -1.43789 -0.90044 1.8 -0.1 -0.7
H -1.46015 -1.90631 -1.24364 0.7 1.8 1.5
H 0.30702 3.30186 0.29333 -1.4 1.0 -9.1
C 0.31092 3.80831 4.14218 -5.2 -1.3 5.0
H 0.85378 -2.03796 -3.80224 -0.6 0.7 -1.5
C 1.09908 -0.91774 -1.91998 11.6 -14.2 2.2
C -0.32437 -5.07642 -0.88237 9.9 -0.9 5.7
C -1.67698 -4.57122 -2.71708 -3.7 -5.3 2.7
C 2.14851 0.03120 -2.27878 2.2 0.7 -1.4
C 0.06988 0.75775 -2.13312 -3.9 5.0 0.5
H -1.60398 -1.25298 1.16671 -12.8 -2.9 6.0
H 2.22687 -2.61958 -2.94536 -1.8 0.7 0.8
C -0.34637 2.56563 3.56687 5.5 -3.0 -3.5
C -1.31227 -5.37227 -1.55349 -9.8 -4.0 -5.3
C 0.18753 -3.30002 -2.28636 7.7 7.0 -2.5
H 0.67224 3.51275 5.35334 -1.1 1.4 -3.6
H -1.59861 1.74704 0.34609 0.7 -2.3 2.2
C -0.85349 -3.59163 -2.91330 -9.1 2.2 -10.6
H 0.17145 -5.76391 -0.01385 -1.7 1.6 -2.1
H -1.83695 -0.28874 -0.87117 -3.2 3.1 -0.7
H -1.91417 1.40721 -2.48545 0.1 -0.3 0.1
C -0.05611 0.26156 1.38668 -6.6 2.0 -13.4
H -0.81410 2.60554 -2.61857 0.3 -0.9 0.6
H 0.56985 1.74533 3.61984 -2.2 1.3 -0.1
H -1.86023 0.99133 1.99227 -6.4 -2.4 5.2
```
Forces are in eV/Å.

Values from the calculation:
Frontier orbital gap (eV): 8.127
Net charge: 0
Highest occupied orbital energy (hartree): -0.2797
Energy relative to the best compared isomer or geometry (same formula, charge and spin) (eV): 19.360

Results of the natural (NBO) charge analysis, in e, for atoms 1 through 8:
1. H 0.46
2. H 0.20
3. H 0.19
4. C -0.40
5. H 0.16
6. N -0.48
7. C -0.38
8. H 0.21

=====

# 2
Computed, not measured: C20H31N4O6Pt as an isolated structure in a non-equilibrium geometry, with ωB97M-V/def2-TZVPD.

```
62
Properties=species:S:1:pos:R:3:forces:R:3
H -2.74070 3.71179 4.16385 0.4 0.0 0.2
H -1.35930 4.73352 3.67994 -0.3 0.2 -0.3
H 2.33440 2.60546 1.17188 -0.2 0.0 -0.1
H -1.38717 4.14597 5.25768 -0.1 -0.2 0.8
C 1.18322 -3.57869 -1.54695 -0.3 1.1 -0.1
C 1.32791 2.35178 0.82284 -0.4 -0.1 -0.6
H 3.46368 -3.54924 -0.08282 -0.8 1.2 -1.2
C 1.08256 0.80483 2.91433 1.6 1.4 -1.2
H -2.58641 1.63703 -2.87911 0.0 -0.1 -0.3
H 1.17254 0.34120 -4.86749 -1.4 1.2 0.5
H -1.96664 0.16701 -5.80453 0.4 0.4 0.2
H 0.41874 -3.82514 -0.77941 0.3 -0.3 -0.7
C -0.52466 0.55982 0.93932 -0.2 1.5 1.1
C -0.85799 2.72638 3.77917 0.2 -0.8 0.4
H -3.94644 0.48518 -2.47072 0.7 0.6 0.6
H 1.24237 -0.09263 -2.53131 -0.6 -0.3 -0.1
H 1.46891 -1.03782 4.87981 0.5 0.2 0.5
H -2.15677 1.08892 1.77419 0.1 -0.3 -0.7
N -0.77599 0.36432 -3.99106 -0.6 -1.2 0.8
H -0.93768 3.28855 1.74069 -0.2 0.7 -0.1
O 1.15188 -1.77330 1.36268 -0.9 -0.3 1.0
H 2.71137 -0.44061 3.46914 0.5 0.3 -0.2
C 0.60243 -3.26580 -2.90760 -1.7 -0.8 -2.4
N 0.36559 -0.14164 -1.99717 -1.0 0.8 0.5
H 1.84685 0.47035 5.92631 0.1 -0.5 -0.1
H 3.63007 -1.70869 -0.24944 -0.8 -0.9 0.0
H 1.90676 -4.36233 -1.70831 0.2 -0.5 0.2
H 0.79342 3.25472 0.55132 0.3 0.5 -0.1
O -0.19981 -4.30657 -3.33249 0.4 2.5 -0.2
C -1.67795 -0.38813 -4.91423 -1.5 0.2 1.0
C 1.12908 -0.09634 5.32540 -0.6 0.3 -1.3
H -0.74933 1.60260 5.70699 0.2 0.3 -1.2
O 1.86246 -2.38213 -1.16307 1.4 0.2 1.1
H -1.34155 -1.38580 -5.24094 0.6 0.5 0.5
C 2.28544 -2.48978 1.33008 3.5 0.8 0.8
C -2.94549 0.89001 -2.17591 -0.6 -0.5 -0.8
H 1.33453 1.77442 -0.12666 0.6 0.3 0.6
C 0.59689 0.81538 4.20694 -0.4 -1.2 2.2
H -2.94257 1.40944 -1.21502 -0.2 -0.4 0.4
O 2.98454 -2.76427 2.32092 -2.9 0.7 -3.1
N -2.01187 -0.23116 -2.12367 -0.6 0.6 0.3
H -1.50131 -2.08878 -1.73106 0.1 -0.5 0.3
O 3.20385 0.50376 1.76163 -0.3 -0.1 0.5
H -0.61760 -3.90100 -4.15370 0.6 -1.3 0.9
C 2.89352 -2.55880 -0.16199 0.6 -1.1 2.2
C -0.75616 -0.05346 -2.66650 1.0 1.6 -2.6
Pt 0.64660 -0.67501 -0.13734 0.6 -1.3 -0.3
H -3.25811 -1.92122 -1.70107 0.6 1.0 0.3
O 0.74587 -2.28221 -3.63497 0.0 -1.3 1.9
H 0.27706 -0.36380 5.94912 0.1 0.1 0.2
C 2.42396 0.33189 2.71024 -1.4 -0.4 0.3
H -2.61292 -0.56160 -4.31365 0.7 0.0 -0.7
C -0.41994 1.69063 4.64014 0.3 0.0 0.2
C 0.43182 1.67132 1.84806 -0.8 -2.0 0.1
H 0.81154 1.72604 -3.75596 -0.3 0.0 0.1
H -2.23756 -1.29563 -0.32802 -0.3 0.3 0.0
C -2.28848 -1.41561 -1.41760 -0.4 -2.0 0.0
H 0.07085 1.67452 -5.34207 -0.5 0.5 -0.9
C -1.65247 3.86358 4.25917 -0.6 0.8 -0.3
C 0.33456 1.08817 -4.50249 3.1 -1.8 -0.2
N -1.78625 0.51257 0.98837 1.4 -0.1 0.3
C -0.49611 2.64611 2.47417 0.2 -0.5 -0.8
```
Forces are in eV/Å.

Values from the calculation:
Multiplicity: 5
<S²>: 6.091
Frontier orbital gap (spin up / spin down) (eV): 7.157 / 4.778
Net charge: +3
Highest occupied orbital energy (spin up / spin down) (hartree): -0.6151 / -0.6661

Results of the Löwdin charge analysis, in e, for atoms 1 through 8:
1. H 0.12
2. H 0.10
3. H 0.12
4. H 0.10
5. C -0.05
6. C -0.01
7. H 0.18
8. C -0.11

=====

# 3
Computed, not measured: C20H32AuN3O10P2S2Si as an isolated structure in a non-equilibrium geometry, with ωB97M-V/def2-TZVPD.

```
71
Properties=species:S:1:pos:R:3:forces:R:3
C 4.11724 -3.51164 2.19436 0.1 0.0 0.2
O 5.31541 -2.28827 -0.21955 -0.6 0.1 0.0
H 3.56469 -4.11554 2.90954 0.0 -0.1 0.1
C -1.25359 2.93580 1.24270 0.2 0.9 0.5
N 0.50021 2.45233 -2.47743 0.1 0.0 0.0
H 0.83061 4.23531 -1.44160 0.0 0.0 -0.1
S 0.02244 -0.11087 -2.44677 -0.2 -1.0 -0.1
H -1.24130 -4.05695 -2.77373 0.0 0.1 -0.2
H 3.24972 4.30291 -1.84603 0.0 0.0 0.0
O -1.90857 6.57054 -0.54179 -0.1 0.6 0.0
Si -0.99990 -3.37778 -0.35251 -0.3 -0.5 -0.2
C -1.64748 1.95152 0.31139 0.4 -1.0 0.0
O 2.42452 -3.67632 0.46879 -0.1 -0.4 -0.2
C -4.62027 -0.43385 0.21424 -0.1 0.1 0.0
S -3.21125 6.24408 0.05775 0.8 -1.4 -0.3
H -0.37093 2.47126 -2.97925 0.0 -0.1 0.0
C 1.23130 3.69131 -2.30341 0.3 0.5 0.1
H -3.76167 3.86865 -1.56157 -0.1 0.0 -0.1
O -4.33299 6.29452 -0.84154 -0.1 0.1 0.0
H -2.89943 1.52305 -1.38324 0.0 -0.1 -0.1
H -5.41952 0.28513 0.32335 -0.1 0.0 0.0
C 0.94522 1.27019 -2.05052 -0.1 -0.1 0.0
H -2.28789 -5.03244 -1.74991 -0.2 -0.1 0.1
C -2.68667 4.49697 0.16761 -1.0 2.1 -0.2
H 0.30046 -4.79200 1.24412 0.1 -0.1 0.0
H 2.50595 2.75131 -0.04338 0.1 0.0 0.0
H 3.13607 2.97801 -3.02062 0.0 0.1 0.0
N 2.05412 1.18858 -1.34627 0.0 0.0 0.1
C 2.71432 3.38934 -2.10184 -0.2 -0.1 0.1
H 1.08291 4.30626 -3.19291 0.0 0.0 0.1
C -3.38056 -1.97657 -1.14164 0.1 0.0 0.0
H -3.93712 -0.21042 2.22833 0.0 0.0 0.1
H 0.50906 -2.43117 3.63114 -0.3 0.0 0.2
H 3.02692 -4.00286 -0.21570 -0.1 -0.1 0.0
C 2.85089 2.34493 -0.99964 0.2 0.4 0.0
C -1.30807 -4.56933 -1.81963 0.1 0.6 0.5
C -3.78097 -0.70602 1.28118 -0.1 0.0 0.1
H 4.73709 -2.79802 2.73120 0.1 0.0 0.1
H -0.42475 0.42621 1.00306 0.1 -0.1 0.1
C -2.57325 2.29420 -0.69953 -0.6 0.5 -0.7
O 2.88434 -0.79704 3.13412 0.0 -0.4 0.0
O 3.13262 -1.30045 -1.00043 -0.3 -0.3 0.0
H 2.43043 0.26305 -1.12138 -0.1 0.0 -0.2
N -1.15937 0.70168 0.36464 -0.2 1.3 0.1
O 4.33196 -0.27412 1.02027 0.0 -0.1 0.2
H 4.76150 -4.15857 1.60084 0.0 0.0 0.0
H 3.52145 -0.34162 2.52866 0.2 0.2 -0.1
O 0.94792 -1.01726 1.50681 -0.1 0.0 -0.1
H -5.09337 -0.89085 -1.82367 0.0 0.0 0.0
C -1.75061 4.21308 1.14514 0.7 -1.3 0.8
H -1.38106 0.05079 -0.37300 0.0 -0.1 -0.1
H -0.85293 -3.80197 2.11024 -0.1 0.0 0.2
H -3.23912 -2.48110 -2.08504 0.0 0.0 -0.2
P 1.99003 -1.75616 2.26283 -0.3 0.4 1.0
H -1.40229 -5.26013 1.27967 -0.2 0.0 -0.1
H -2.07696 -1.79652 1.95940 0.1 0.0 0.1
H -1.47854 4.99658 1.83278 0.1 0.0 0.1
O -3.41392 6.70231 1.40558 0.0 0.2 0.1
H 3.88216 2.01169 -0.87896 -0.1 0.0 0.1
C -3.05784 3.57899 -0.79630 0.0 -1.4 -0.3
H -0.56792 -5.36440 -1.82533 0.2 -0.1 0.1
C -0.71772 -4.41581 1.22577 0.1 0.5 -0.5
C 3.15227 -2.78234 1.28400 0.1 1.0 0.2
H -0.57248 2.66650 2.03604 0.2 0.0 0.1
Au 0.90297 -2.01672 -0.83240 -0.8 0.1 -0.8
P 3.97698 -1.48988 0.23107 1.0 -0.1 -0.6
C -2.73567 -1.59892 1.12592 0.0 -0.3 0.0
O 1.36505 -2.74781 3.33627 0.4 -0.1 -0.2
C -4.42602 -1.08256 -0.99451 -0.1 0.1 -0.1
H 6.08078 -1.74694 -0.02903 0.5 0.1 0.1
C -2.50759 -2.24589 -0.08879 0.5 -0.4 -0.1
```
Forces are in eV/Å.

Values from the calculation:
Multiplicity: 3
<S²>: 2.029
Frontier orbital gap (spin up / spin down) (eV): 7.898 / 6.148
Net charge: 0
Highest occupied orbital energy (spin up / spin down) (hartree): -0.2900 / -0.3289

Results of the Löwdin charge analysis, in e, for atoms 1 through 8:
1. C -0.05
2. O -0.12
3. H 0.09
4. C 0.02
5. N 0.02
6. H 0.13
7. S 0.66
8. H 0.02